# 1
C3H11N2O | ωB97M-V with the def2-TZVPD basis set

ORCA input file:
```
! wB97M-V def2-TZVPD RIJCOSX def2/J DEFGRID3
* xyz 1 1
C 1.436 0.855 0.332
C -0.920 0.010 -0.600
C 0.534 -0.290 0.066
N 1.250 -1.375 -0.166
N -1.917 0.613 0.286
O -0.029 -0.503 1.746
H 2.279 0.588 0.887
H 1.012 1.732 0.956
H 1.670 1.376 -0.601
H -1.351 -0.971 -1.026
H -0.657 0.640 -1.484
H 2.157 -1.368 -0.002
H 0.746 -2.230 -0.527
H -0.552 0.405 1.774
H -2.727 0.276 -0.098
H -2.008 1.600 0.337
H -0.807 -1.078 1.896
*
```

Values from the calculation:
ΔE to the lowest compared entry with this formula, charge and spin   256.98 kJ/mol



# 2
C4H10O2 | ωB97M-V with the def2-TZVPD basis set

ORCA input file:
```
! wB97M-V def2-TZVPD RIJCOSX def2/J DEFGRID3
* xyz 0 1
C -0.298 -0.058 0.481
C -0.415 -1.426 -2.185
O 0.385 1.871 2.324
C -0.464 -2.088 -1.015
C -0.319 -1.459 0.241
H 0.706 0.284 0.828
H -0.987 0.214 1.283
H -0.482 0.461 -0.449
H -0.684 -1.884 -3.122
H -0.119 -0.385 -2.146
H 1.677 2.730 -0.304
H -0.636 -3.159 -1.031
H -0.403 -2.120 1.106
H 0.353 2.724 2.762
H 0.754 2.089 1.231
O 0.933 2.207 -0.006
*
```

Values from the calculation:
ΔE to the lowest compared entry with this formula, charge and spin   533.43 kJ/mol



# 3
C38H62AlBeClCsF7KN3O13 | ωB97M-V with the def2-TZVPD basis set

ORCA input file:
```
! wB97M-V def2-TZVPD RIJCOSX def2/J DEFGRID3
* xyz 0 1
C 1.150 -5.085 0.678
C 0.074 -4.738 1.704
O -0.927 -5.722 1.755
C -0.624 -3.419 1.395
N -0.325 -2.392 2.399
C -0.553 -1.063 1.861
C -0.539 0.028 2.925
O 0.605 0.897 2.842
N 1.774 0.312 3.372
C 2.390 1.155 4.462
C 3.783 1.579 4.130
O 3.771 2.757 3.344
C 4.944 2.922 2.572
C 4.872 4.310 1.982
O 5.395 4.409 0.658
C 4.427 4.207 -0.288
C 3.721 5.252 -0.844
C 2.727 5.026 -1.775
C 2.386 3.749 -2.206
C 1.235 3.518 -3.198
C 0.494 2.233 -2.814
C 0.230 4.671 -2.976
C 1.638 3.628 -4.690
C 2.092 2.384 -5.456
C 3.155 1.598 -4.715
C 0.933 1.486 -5.925
C 2.763 2.908 -6.741
C 3.134 2.720 -1.638
C 4.132 2.933 -0.713
H 0.741 -4.973 -0.322
H 1.984 -4.389 0.792
H 1.513 -6.095 0.836
H 0.554 -4.675 2.690
H -0.538 -6.583 1.947
H -1.690 -3.631 1.362
H -0.320 -3.075 0.399
H 0.662 -2.490 2.620
H 0.126 -0.803 1.037
H -1.547 -1.064 1.417
H -1.384 0.688 2.768
H -0.639 -0.414 3.917
H 2.454 0.231 2.614
H 1.566 -0.631 3.713
H 1.715 1.971 4.691
H 2.445 0.540 5.363
H 4.282 1.711 5.092
H 4.273 0.763 3.580
H 5.825 2.792 3.210
H 4.997 2.144 1.805
H 5.423 5.026 2.623
H 3.822 4.602 1.969
H 3.939 6.259 -0.523
H 2.226 5.901 -2.152
H 1.032 1.317 -3.032
H -0.497 2.185 -3.247
H 0.349 2.254 -1.732
H 0.612 5.573 -3.449
H -0.703 4.451 -3.490
H 0.061 4.881 -1.923
H 0.820 4.080 -5.247
H 2.457 4.351 -4.736
H 3.833 2.294 -4.242
H 3.729 1.061 -5.484
H 2.754 0.832 -4.043
H 0.764 0.657 -5.231
H 1.118 1.082 -6.915
H 0.000 2.042 -5.954
H 3.479 3.704 -6.505
H 1.996 3.295 -7.441
H 3.246 2.100 -7.283
H 2.934 1.695 -1.919
H 4.681 2.086 -0.329
C 4.374 0.820 7.988
O 4.661 0.574 6.686
H 5.261 0.839 8.661
H 3.871 1.795 8.190
H 3.700 0.073 8.472
Be 6.953 5.781 3.541
C -6.382 1.154 -5.499
C -5.772 1.971 -4.381
O -4.828 1.212 -3.616
C -3.633 1.033 -4.209
O -3.311 1.455 -5.267
C -2.718 0.204 -3.288
F -3.354 -0.882 -2.840
F -2.342 0.930 -2.223
F -1.637 -0.180 -3.937
H -6.818 0.232 -5.110
H -7.157 1.720 -6.019
H -5.627 0.868 -6.228
H -6.559 2.251 -3.674
H -5.318 2.894 -4.752
F -4.371 -9.647 3.576
Al -3.570 -8.375 2.827
F -4.423 -6.938 3.049
F -3.413 -8.685 1.177
F -2.012 -8.203 3.480
C -7.654 -3.477 -0.618
C -8.818 -2.717 -0.647
C -9.200 -2.082 -1.817
C -8.406 -2.224 -2.942
C -7.241 -2.972 -2.932
C -6.867 -3.601 -1.756
N -8.818 -1.567 -4.190
O -9.831 -0.887 -4.172
O -8.125 -1.726 -5.173
H -7.363 -3.977 0.296
H -9.428 -2.625 0.239
H -10.105 -1.493 -1.851
H -6.639 -3.067 -3.823
H -5.963 -4.193 -1.729
C 6.581 -2.307 6.769
C 7.628 -2.060 7.833
O 7.786 -0.980 8.344
C 8.479 -3.249 8.230
H 6.035 -1.379 6.577
H 7.072 -2.645 5.853
H 5.883 -3.072 7.114
H 9.028 -3.624 7.365
H 7.849 -4.047 8.624
H 9.189 -2.946 8.997
Cl 1.049 2.505 -9.222
K 5.220 1.227 -3.973
C -9.842 -3.075 3.324
O -10.731 -3.619 3.968
O -8.613 -3.218 3.552
O -10.030 -2.301 2.349
Cs -7.648 2.497 -2.537
*
```

Values from the calculation:
ΔE to the lowest compared entry with this formula, charge and spin   0.00 kJ/mol



# 4
C3H8N2O2 | ωB97M-V with the def2-TZVPD basis set

ORCA input file:
```
! wB97M-V def2-TZVPD RIJCOSX def2/J DEFGRID3
* xyz 0 1
C 0.800 0.355 1.751
C -1.855 0.529 -1.243
C 0.103 -0.730 0.868
N 0.171 -0.507 -0.503
N 1.084 -0.265 -1.381
O 0.836 0.295 -2.420
O 2.188 -0.686 -1.067
H 1.252 -0.106 2.598
H 1.691 0.722 1.118
H 0.247 1.317 2.087
H -2.308 0.398 -0.318
H -1.711 1.496 -1.764
H -2.254 -0.240 -1.874
H 0.650 -1.633 0.972
H -0.892 -0.946 1.176
*
```

Values from the calculation:
ΔE to the lowest compared entry with this formula, charge and spin   843.41 kJ/mol



# 5
C3HBr4O2 | ωB97M-V with the def2-TZVPD basis set

ORCA input file:
```
! wB97M-V def2-TZVPD RIJCOSX def2/J DEFGRID3
* xyz -1 1
C -0.337 1.380 1.568
C 0.069 -0.554 0.318
C -0.091 -0.258 -0.990
O 0.546 2.026 1.250
O -1.394 1.037 1.964
Br 1.787 -1.000 1.012
Br 0.711 -2.281 -2.191
Br -1.827 0.068 -1.677
Br 1.324 0.772 -1.779
H -0.788 -1.190 0.525
*
```

Values from the calculation:
ΔE to the lowest compared entry with this formula, charge and spin   85.08 kJ/mol



# 6
CH4O2S2 | ωB97M-V with the def2-TZVPD basis set

ORCA input file:
```
! wB97M-V def2-TZVPD RIJCOSX def2/J DEFGRID3
* xyz 0 1
C 0.793 -0.020 -0.394
O -2.070 -1.256 0.043
O -1.028 0.772 -0.901
S -3.742 0.988 -1.091
S -2.201 0.148 -0.147
H 1.087 0.661 -1.132
H 0.613 -1.156 -0.427
H 1.188 0.164 0.558
H -1.856 0.728 1.201
*
```

Values from the calculation:
ΔE to the lowest compared entry with this formula, charge and spin   412.60 kJ/mol



Total energy
In order: -305.35486, -308.69499, -4663.49251, -378.81977, -10561.50434, -987.19226
Unit: hartree
F_max
In order: 7.74, 1.68, 10.88, 7.48, 3.62, 3.82
Unit: eV Å⁻¹